Record 1
ORCA calculation (wB97M-V/def2-TZVPD) on C5H6N4O in the gas phase in a non-equilibrium geometry.

```
16
Properties=species:S:1:pos:R:3:forces:R:3
C -0.555033 2.613096 -2.917551 -0.533 -0.243 1.725
C -0.498731 1.118368 -2.786431 1.050 0.612 -0.052
C -0.957790 2.013030 -0.921066 -0.390 -1.597 3.468
C -1.228099 1.162244 1.268796 1.427 -0.842 -1.344
C 0.661695 -1.656184 1.979623 -0.233 -0.885 4.210
N -0.884956 3.092256 -1.760761 0.336 1.086 -1.576
N -1.255594 2.181419 0.344993 0.283 0.454 -2.403
N -0.640241 0.740664 -1.566942 -0.951 1.095 -0.868
N -0.489075 0.156813 1.048414 0.896 -1.790 0.137
O -0.527780 -0.835775 2.045686 0.494 1.303 -1.075
H -0.328080 3.260719 -3.745692 -0.136 -0.090 -0.350
H -0.215210 0.500914 -3.617067 -0.124 -0.625 -0.061
H -1.586244 1.288673 2.226448 -1.532 0.587 1.806
H 1.203425 -1.456646 3.067485 -1.007 -0.501 -2.773
H 1.395553 -1.419120 1.194573 -0.865 -0.256 0.020
H 0.225804 -2.729726 2.100364 1.287 1.691 -0.864
```
Positions in Å, forces in eV/Å.

As for the energy above the lowest of the compared OMol25 structures with the same formula, charge and spin: 502.1 kJ/mol. As for the SMILES: CO/N=C/N=C1N=CC=N1. The frontier orbital gap (spin up / spin down) is 7.426 / 7.423 eV. The total charge is 0.

Atom charges from the Mulliken analysis, given in e for atoms 1 to 2: atom 1 (C): -0.01, atom 2 (C): -0.20

=====

Record 2
ORCA calculation (wB97M-V/def2-TZVPD) on C5H6N4S in the gas phase in a non-equilibrium geometry.

```
16
Properties=species:S:1:pos:R:3:forces:R:3
C 0.699965 0.277894 1.292604 0.856 1.249 0.460
C -1.441942 -0.390003 3.114577 -0.855 -0.652 0.212
C -3.325057 -1.825080 2.940061 0.312 1.033 0.683
C 0.417975 0.724678 -1.110612 -3.688 0.569 2.890
C 1.265796 0.068871 -0.007805 -1.102 -1.956 -1.456
N 0.225533 0.641140 2.279644 -0.367 -0.674 0.552
N -0.570709 0.593416 3.321301 1.405 1.624 0.531
N -2.538993 -1.900052 1.925805 -0.597 -0.621 -0.011
N -1.415873 -1.125528 2.045122 -0.972 -0.760 -0.543
S -2.785174 -0.742644 4.199978 0.865 0.429 -0.640
H -4.340965 -2.129077 3.117197 -0.043 -0.919 -0.720
H 0.224948 1.809599 -0.844772 1.251 -0.825 -0.916
H -0.662556 0.415907 -0.900176 1.278 -0.396 -1.350
H 0.907189 0.449629 -2.010982 -0.384 0.306 -1.206
H 2.154017 0.573978 -0.363406 1.321 -0.701 1.689
H 1.205180 -1.106777 -0.106004 0.721 2.294 -0.173
```
Positions in Å, forces in eV/Å.

As for the energy above the lowest of the compared OMol25 structures with the same formula, charge and spin: 359.4 kJ/mol. The frontier orbital gap is 8.683 eV. The total charge is 0.

Atom charges from the Mulliken analysis, given in e for atoms 1 to 2: atom 1 (C): 0.29, atom 2 (C): 0.53

=====

Record 3
ORCA calculation (wB97M-V/def2-TZVPD) on 2 unconnected molecules or ions with the total composition C5H6N5O in a non-equilibrium geometry.

```
17
Properties=species:S:1:pos:R:3:forces:R:3
C 1.517692 -1.435293 0.662351 1.492 0.077 -0.141
C -1.778746 -1.023414 1.770253 -2.721 -0.653 2.960
C 0.355350 -0.683199 0.507943 -1.821 -0.213 0.345
C 1.823688 0.088041 -0.862324 4.010 -1.874 -0.247
C -2.576279 1.262362 0.433681 -0.129 -1.440 0.021
N 2.405777 -0.912110 -0.180999 1.162 -0.824 0.082
N -0.774386 -0.985811 1.138856 2.795 0.595 -3.321
N 0.580861 0.272485 -0.518900 -4.354 -0.559 2.164
N -3.117343 0.537950 1.250628 -1.879 1.448 -0.114
N 2.512517 0.812783 -1.713627 -1.861 2.579 -0.939
O -1.833178 1.647985 -0.362474 0.263 1.026 -0.337
H 1.719841 -2.278961 1.359875 -0.268 0.947 -0.773
H -2.627311 -1.737279 1.849751 0.651 0.155 -0.358
H -4.139191 0.585057 1.391276 0.799 -0.073 0.161
H 3.402965 0.636025 -2.156205 -0.063 -0.411 0.540
H 1.995976 1.679085 -1.959308 1.101 -0.800 -0.335
H -0.213283 0.726207 -0.989867 0.820 0.019 0.295
```
Positions in Å, forces in eV/Å.

Its spin multiplicity is 3. The frontier orbital gap (spin up / spin down) is 6.870 / 8.153 eV. The total charge is +1.

Atom charges from the Mulliken analysis, given in e for atoms 1 to 2: atom 1 (C): -0.53, atom 2 (C): 0.00

=====

Which formula does entry 2 have? C5H6N4S

=====

Repeat the third record exactly.
ORCA calculation (wB97M-V/def2-TZVPD) on 2 unconnected molecules or ions with the total composition C5H6N5O in a non-equilibrium geometry.

```
17
Properties=species:S:1:pos:R:3:forces:R:3
C 1.517692 -1.435293 0.662351 1.492 0.077 -0.141
C -1.778746 -1.023414 1.770253 -2.721 -0.653 2.960
C 0.355350 -0.683199 0.507943 -1.821 -0.213 0.345
C 1.823688 0.088041 -0.862324 4.010 -1.874 -0.247
C -2.576279 1.262362 0.433681 -0.129 -1.440 0.021
N 2.405777 -0.912110 -0.180999 1.162 -0.824 0.082
N -0.774386 -0.985811 1.138856 2.795 0.595 -3.321
N 0.580861 0.272485 -0.518900 -4.354 -0.559 2.164
N -3.117343 0.537950 1.250628 -1.879 1.448 -0.114
N 2.512517 0.812783 -1.713627 -1.861 2.579 -0.939
O -1.833178 1.647985 -0.362474 0.263 1.026 -0.337
H 1.719841 -2.278961 1.359875 -0.268 0.947 -0.773
H -2.627311 -1.737279 1.849751 0.651 0.155 -0.358
H -4.139191 0.585057 1.391276 0.799 -0.073 0.161
H 3.402965 0.636025 -2.156205 -0.063 -0.411 0.540
H 1.995976 1.679085 -1.959308 1.101 -0.800 -0.335
H -0.213283 0.726207 -0.989867 0.820 0.019 0.295
```
Positions in Å, forces in eV/Å.

Its spin multiplicity is 3. The frontier orbital gap (spin up / spin down) is 6.870 / 8.153 eV. The total charge is +1.

Atom charges from the Mulliken analysis, given in e for atoms 1 to 2: atom 1 (C): -0.53, atom 2 (C): 0.00